# 1
An isolated ion of composition C8H13N2O and charge +1 in a non-equilibrium geometry. Source: the Open Molecules 2025 dataset; level of theory: the ωB97M-V functional and the def2-TZVPD basis.

Values from the calculation:
SMILES: CC(C)[n+]1cccn(C)c1=O
HOMO level, eV: -13.796
Charge: +1
Relative energy (zero: lowest compared OMol25 entry of this formula, charge and spin), kJ/mol: 161.2

Structure (XYZ):
```
24
Properties=species:S:1:pos:R:3:forces:R:3
H 0.7107 3.3861 0.0041 -0.70 1.95 0.67
H -1.3868 3.3836 -0.8224 0.84 1.90 -0.94
C 0.8169 -0.7056 -0.4594 -4.23 2.03 0.74
H 1.6962 -3.0341 -1.6421 0.15 0.43 -1.38
H 1.3393 -3.9535 -0.2832 0.06 -0.11 0.71
H 2.5759 -2.5227 -0.1480 -1.05 -1.43 -0.78
C -0.2808 1.5801 -0.4810 0.56 4.51 -0.27
H -2.4074 2.1210 -0.6568 0.40 -0.06 0.91
C -1.4605 2.5392 -0.2308 -1.66 -2.20 2.73
H -1.5607 2.8610 0.9030 0.00 -0.72 -2.31
N -0.4144 0.2900 0.0785 2.32 -3.10 -0.90
C -0.3650 -2.4467 0.7164 0.58 1.36 -0.55
H -1.8940 -1.9000 2.1849 1.15 0.65 -2.24
H -0.1685 1.6837 -1.5745 -0.02 -1.54 0.29
C -1.2185 -1.5521 1.2933 -1.45 -2.37 2.27
C -1.3207 -0.2280 0.8531 0.00 0.85 -0.05
N 0.6067 -1.9731 -0.1749 -1.65 -3.34 1.88
H -0.3440 -3.5452 0.8248 -0.17 0.93 0.38
H 1.7915 2.4226 -0.7512 0.03 -0.83 0.79
H -2.2053 0.3457 1.1468 0.49 0.18 -0.09
O 1.5460 -0.2606 -1.2315 2.52 1.46 -1.52
C 1.0135 2.3957 0.0340 -0.34 -2.08 -1.78
H 1.3158 2.0747 1.0123 0.44 -0.01 0.34
C 1.6141 -2.9620 -0.5954 1.75 1.58 1.11
```
Positions in Å, forces in eV/Å.


# 2
A 6-piece molecular cluster, CH15NO5 overall in a non-equilibrium geometry. Source: the Open Molecules 2025 dataset; level of theory: the ωB97M-V functional and the def2-TZVPD basis.

Values from the calculation:
SMILES: CN.O.O.O.O.O
HOMO level, eV: -9.810
Relative energy (zero: lowest compared OMol25 entry of this formula, charge and spin), kJ/mol: 153.9

Structure (XYZ):
```
22
Properties=species:S:1:pos:R:3:forces:R:3
H -2.9033 0.1144 -1.2083 0.02 -1.35 0.27
O 1.2522 -0.3351 2.6415 0.08 -0.32 -0.34
H -2.1506 -2.1744 -2.6046 0.05 -0.52 -0.26
H 1.6829 0.4482 2.3089 0.16 0.61 0.17
H -0.3591 -0.4421 -2.4884 -0.10 -0.19 -0.40
H -3.3861 0.6768 2.6757 0.08 -0.13 -0.13
N -1.9412 -1.6863 -1.7647 -0.40 1.12 0.45
H 2.4200 4.0701 0.5263 -0.14 0.56 -0.45
O 4.1916 -1.6272 -2.3294 -0.28 0.32 0.71
O -2.8638 -0.0768 2.3766 0.10 0.11 -0.56
H 0.1647 -1.7232 -1.3379 0.09 -0.19 -0.56
H 1.4811 -0.9639 1.9484 -0.19 -0.33 0.18
O -3.0951 0.8495 -0.6157 0.12 0.15 -0.60
H 4.5131 -1.0677 -1.6106 0.56 0.06 -0.28
O 2.9116 3.5253 1.1319 -0.47 -0.98 0.42
C -0.6484 -1.0508 -1.6420 0.34 -0.09 1.46
H -3.0064 1.5044 -1.3107 -0.16 1.06 0.35
H 2.2552 2.8338 1.3450 0.58 0.45 0.02
H 3.3080 -1.7835 -1.9811 -0.29 -0.38 -0.43
H -2.3083 -2.0914 -0.9112 0.25 -0.19 -0.45
H -0.6865 -0.3642 -0.7875 -0.18 0.12 -0.18
H -2.7018 0.0974 1.4281 -0.24 0.09 0.60
```
Positions in Å, forces in eV/Å.


# 3
C10H6NO as an isolated structure in a non-equilibrium geometry. Source: the Open Molecules 2025 dataset; level of theory: the ωB97M-V functional and the def2-TZVPD basis.

Values from the calculation:
HOMO level (alpha / beta), eV: -12.669 / -12.758
Charge: +1
Relative energy (zero: lowest compared OMol25 entry of this formula, charge and spin), kJ/mol: 185.5

Structure (XYZ):
```
18
Properties=species:S:1:pos:R:3:forces:R:3
C 2.1310 -1.6667 0.0874 -0.03 -4.22 -1.58
C -1.2190 2.0172 0.0216 2.28 -0.69 1.29
H -2.7794 0.6576 0.9859 0.84 1.10 -0.42
H 2.0400 -2.7957 0.0478 1.19 1.25 0.57
H -2.8198 1.0663 -0.7588 0.69 -0.66 1.08
C 3.1540 -0.5617 0.1503 -0.73 -0.86 0.08
N -2.6950 -1.2054 -0.6731 -1.17 -3.26 0.37
H -1.7901 2.8809 0.2624 0.11 1.13 -0.32
O -3.8392 -1.0997 -0.4432 0.96 0.53 -0.62
C 1.9719 0.3106 0.0082 -3.02 0.94 0.19
C 1.2767 1.4225 0.0524 0.92 -0.05 -0.68
C 1.0103 -0.9613 -0.0864 0.15 2.15 0.70
C -1.6080 -0.6254 -0.1433 0.87 2.95 -0.10
C -2.0951 0.8322 0.1035 -2.10 -0.61 -0.80
H 3.9474 -0.4163 -0.5503 0.43 -0.44 -0.65
C -0.3447 -1.0713 -0.1110 0.07 -0.55 -1.20
C 0.1119 1.8906 -0.0788 -2.25 0.65 0.76
H 3.5471 -0.6744 1.1254 0.78 0.66 1.32
```
Positions in Å, forces in eV/Å.


# 4
C36H40BrClF5NP as an isolated structure. Source: the Open Molecules 2025 dataset; level of theory: the ωB97M-V functional and the def2-TZVPD basis.

Values from the calculation:
HOMO level, eV: -10.646
Charge: +1

Structure (XYZ):
```
85
Properties=species:S:1:pos:R:3:forces:R:3
H -2.5778 -0.6423 0.7037 -0.01 0.03 -0.15
Cl -1.3709 -1.7469 -1.9259 -0.07 0.19 -0.15
C -0.7482 3.6503 1.8499 0.05 -0.05 -0.10
C 6.3311 -4.9433 1.0260 0.02 0.00 0.01
H -1.5821 4.7962 -4.6608 -0.01 0.02 0.00
F 4.5245 -5.1890 4.1391 0.00 0.00 0.00
C -3.8434 -7.3347 -0.1736 -0.03 0.03 -0.10
C 5.5548 -5.0996 3.2705 0.02 0.02 -0.01
H -4.8717 -9.1373 2.5024 -0.01 -0.01 0.00
P -0.7609 -2.7976 -0.3701 -0.09 -0.09 0.22
C 0.9719 7.0327 -6.2985 -0.06 -0.12 -0.04
H -1.9618 4.9279 0.6375 0.02 0.01 -0.01
C -3.9052 -1.5752 2.1006 -0.20 0.10 -0.04
F -2.1431 -5.6997 -0.2617 0.00 0.00 0.01
C 2.3394 6.9565 -6.5179 0.02 0.04 0.02
H -4.3650 0.4139 2.1268 -0.02 0.12 0.07
H -0.0451 3.4067 1.0646 0.01 0.04 0.03
H -3.0909 -7.8154 3.5893 0.01 0.00 0.01
C 1.0408 -1.4959 1.3617 0.05 0.14 -0.06
H -3.5381 5.4655 2.4673 -0.01 0.01 0.00
H -3.2655 -1.5049 2.9821 0.02 -0.05 0.06
C 0.3662 4.7698 -1.9250 -0.02 -0.04 -0.01
C -0.3978 5.2849 -2.9518 -0.03 0.17 -0.03
C -0.5855 3.1216 3.1128 -0.05 0.00 -0.01
H -1.3683 -2.5309 1.8997 0.10 -0.02 0.06
H -0.7267 -4.1036 -0.8314 0.10 -0.08 -0.09
C -2.5669 -6.7597 1.8038 0.08 0.07 0.03
H 8.4591 -4.8333 0.7899 0.01 0.00 0.00
H -3.2012 4.4873 4.7114 -0.01 0.00 0.01
C -4.5698 -8.2494 0.5750 0.01 -0.01 0.04
Br 1.9741 -3.9242 0.1495 0.02 -0.08 0.01
H 3.3233 9.7247 -4.8402 0.00 0.01 0.00
C 0.5608 3.4127 -1.7624 0.01 -0.11 0.09
H 0.8709 9.8669 -4.4455 -0.01 -0.01 0.00
C 7.6382 -4.9067 1.4895 0.02 0.00 -0.01
H 2.7411 6.1400 -7.1026 0.00 -0.01 -0.01
H -1.2749 2.3557 -4.4080 0.00 0.00 -0.01
H 1.1739 3.0541 -0.9458 0.04 0.02 -0.03
H -0.6369 -0.2814 2.0538 -0.13 0.03 -0.08
C 0.9370 -2.2913 0.0641 0.02 0.11 0.11
H -5.4533 -0.4943 1.3290 -0.15 0.03 0.04
C -2.8614 -6.6141 0.4666 -0.04 -0.04 0.04
F -0.8501 8.1536 -5.3263 -0.02 -0.02 0.02
F 0.4618 2.2886 3.3378 0.01 0.02 0.03
C 7.8898 -4.9683 2.8534 -0.01 0.00 -0.04
C 6.8437 -5.0649 3.7595 0.03 0.00 0.08
H 4.2458 -5.0740 1.5931 0.03 -0.03 0.01
C 5.2758 -5.0422 1.9209 -0.06 0.01 -0.04
H 0.7909 -2.1394 2.2046 -0.01 -0.02 0.03
C 0.4810 8.0837 -5.5529 0.08 -0.01 0.02
H -2.3877 -3.6896 1.0448 0.02 -0.03 0.03
H -1.7707 -6.1821 2.2559 0.00 -0.01 -0.01
C 2.6656 8.9694 -5.2484 0.01 -0.03 -0.02
H 0.2918 6.2907 -6.6949 -0.01 0.02 -0.01
C -0.0417 2.5435 -2.6609 -0.03 0.03 -0.02
C -1.9416 -2.6941 0.9880 -0.21 -0.06 -0.13
C -1.4476 3.3994 4.1525 0.00 -0.03 0.08
C -2.5172 4.2490 3.9084 0.00 0.02 -0.03
C -0.9850 4.4054 -3.8480 0.00 -0.05 0.00
H -3.6619 -1.8475 -0.0214 0.03 0.07 -0.12
H 7.0169 -5.1128 4.8257 -0.01 -0.01 0.00
C 3.1875 7.9225 -5.9953 0.01 0.00 0.00
C -3.3040 -7.6783 2.5383 -0.03 -0.02 -0.01
C 0.1935 -0.2110 1.3543 0.21 -0.07 0.17
C -1.8221 4.4988 1.6209 -0.03 -0.01 0.02
H -1.2765 2.9658 5.1284 0.02 0.00 0.00
C -0.8115 3.0353 -3.7057 -0.02 -0.03 0.00
H 0.7935 0.6292 1.6905 0.00 0.06 -0.02
H 4.2527 7.8615 -6.1710 0.01 0.00 0.00
H -5.3451 -8.8314 0.0967 -0.01 0.00 -0.01
H 0.0950 1.4751 -2.5448 0.04 -0.01 -0.02
H 2.0949 -1.2473 1.4812 0.02 -0.06 -0.02
N -4.8532 -0.4724 2.1442 0.25 -0.15 -0.22
H -4.4754 -2.5025 2.1779 0.08 -0.10 0.09
H -0.1875 0.0445 0.3641 -0.05 0.00 -0.06
H 8.9078 -4.9432 3.2174 0.01 0.00 0.01
C -2.7062 4.7989 2.6476 -0.02 0.01 -0.01
C -3.0320 -1.6245 0.8387 0.06 0.04 0.27
H 6.1316 -4.8986 -0.0366 0.00 0.00 -0.01
H -0.5249 6.3553 -3.0456 0.02 0.00 0.00
C -4.3031 -8.4209 1.9264 -0.01 -0.01 0.00
H 1.3243 -1.7085 -0.7700 -0.03 -0.04 -0.09
F 0.9381 5.6128 -1.0465 0.00 0.00 0.01
H -4.0315 -7.1838 -1.2278 0.01 0.00 0.00
C 1.3001 9.0577 -5.0205 -0.05 0.08 0.05
```
Positions in Å, forces in eV/Å.


# 5
A 2-piece molecular cluster, C3H6N5O3 overall in a non-equilibrium geometry. Source: the Open Molecules 2025 dataset; level of theory: the ωB97M-V functional and the def2-TZVPD basis.

Values from the calculation:
HOMO level, eV: -13.716
Charge: +1
Relative energy (zero: lowest compared OMol25 entry of this formula, charge and spin), kJ/mol: 673.4

Structure (XYZ):
```
17
Properties=species:S:1:pos:R:3:forces:R:3
O -0.7366 -0.4601 -1.3643 0.08 0.32 0.40
H -0.2069 1.2044 -0.6890 0.24 -0.92 -0.59
H 3.0727 -1.7878 0.4369 0.47 0.67 -0.68
C 1.1148 -0.3681 0.9545 -4.61 -0.58 5.02
H 2.3208 1.1794 -1.6485 0.94 0.72 -1.43
N -2.5871 0.3921 0.2609 1.39 1.59 -2.59
N 0.3128 -0.5184 1.8061 2.65 0.28 -2.66
C 2.0206 -0.1034 -0.0318 3.94 -0.64 -4.67
H 3.8138 -0.7919 -0.9158 -1.18 -0.57 1.29
N 3.0735 -0.9673 -0.1870 -0.88 1.41 -0.06
H -3.1599 1.4185 1.7515 -0.20 0.09 0.38
H -3.6659 -0.3775 1.8678 -0.93 -0.37 -0.26
N -1.7788 -1.0301 -1.4444 1.05 -0.66 -1.51
O 0.6594 1.6273 -0.5294 1.25 1.62 -0.21
C -3.2748 0.4455 1.2980 0.76 -0.71 0.82
O -2.7286 -0.7278 -0.6424 -2.18 -0.39 2.61
N 1.7503 0.8652 -0.9232 -2.80 -1.87 4.13
```
Positions in Å, forces in eV/Å.


# 6
An isolated ion of composition C4H7N2OS and charge +1 in a non-equilibrium geometry. Source: the Open Molecules 2025 dataset; level of theory: the ωB97M-V functional and the def2-TZVPD basis.

Values from the calculation:
HOMO level (alpha / beta), eV: -11.348 / -11.810
Charge: +1
Relative energy (zero: lowest compared OMol25 entry of this formula, charge and spin), kJ/mol: 466.1

Structure (XYZ):
```
15
Properties=species:S:1:pos:R:3:forces:R:3
H 3.0134 -1.0458 -0.4818 -0.58 1.48 1.85
H 2.5650 0.6887 -0.3456 0.61 0.75 0.16
C -2.7125 1.7916 0.1703 2.41 0.74 -0.36
C 2.4333 -0.2465 0.1563 -0.96 -1.95 -1.08
H -3.5828 2.2323 0.4834 -2.21 1.10 0.22
N 0.0331 0.1521 -0.6924 0.38 -0.78 0.73
O -0.9048 -1.7333 -0.1039 -0.52 -1.18 -0.24
S -2.7247 0.1914 0.2476 1.86 -1.09 -0.34
H -1.8525 2.4772 0.0117 -0.53 -0.87 0.13
H 2.5683 -0.2102 1.2875 0.26 -0.18 -1.72
C -1.2255 -0.4803 -0.6361 -1.20 -0.30 0.62
N 0.4511 -1.7624 0.2632 -0.83 2.94 -1.55
C 0.9741 -0.6001 -0.1288 0.93 -0.89 1.58
H 0.2202 1.0309 -1.1130 0.10 0.67 -0.39
H 0.7443 -2.4857 0.8817 0.27 -0.43 0.40
```
Positions in Å, forces in eV/Å.